(1)
Here is an isolated molecule of C21H28N2O from OMol25. Energies are from ωB97M-V/def2-TZVPD.

Geometry (Å):
1 O -1.336 2.097 0.256
2 N -2.229 -1.849 0.052
3 N -3.535 0.614 -0.631
4 C -3.498 -0.543 -1.512
5 C -2.216 -0.730 0.976
6 C -3.239 1.422 1.699
7 C 2.674 -0.917 0.128
8 C 5.265 1.704 -0.614
9 C 5.091 -0.747 0.633
10 C 2.098 -1.466 -1.012
11 C -4.753 1.365 -0.876
12 C -2.355 2.543 1.109
13 C 4.037 1.058 -0.570
14 C 6.308 -0.093 0.577
15 C -1.178 -2.824 0.329
16 C 3.958 -0.189 0.056
17 C 0.886 -2.126 -0.938
18 C -3.418 0.205 0.770
19 C 2.027 -1.077 1.348
20 C 0.213 -2.245 0.272
21 C 6.395 1.136 -0.052
22 C 0.809 -1.725 1.415
23 C 2.820 1.698 -1.168
24 C -2.221 -1.342 -1.303
25 H -1.783 1.610 -0.458
26 H -5.656 0.770 -0.670
27 H 0.457 -2.555 -1.833
28 H 2.572 1.232 -2.121
29 H -2.273 -1.131 1.991
30 H -4.208 1.852 1.955
31 H -1.375 -3.233 1.324
32 H 2.992 2.757 -1.344
33 H 5.336 2.671 -1.093
34 H -1.290 -0.142 0.886
35 H -2.988 3.265 0.573
36 H -2.791 1.059 2.625
37 H 7.184 -0.540 1.025
38 H 7.341 1.656 -0.101
39 H -1.349 -0.697 -1.505
40 H -4.771 1.670 -1.922
41 H -4.329 -0.345 1.073
42 H -4.780 2.257 -0.257
43 H 0.311 -1.829 2.370
44 H 2.609 -1.379 -1.960
45 H -4.362 -1.206 -1.332
46 H 1.958 1.586 -0.512
47 H -3.546 -0.184 -2.544
48 H -1.858 3.079 1.922
49 H -2.206 -2.186 -1.998
50 H 2.477 -0.670 2.243
51 H -1.287 -3.628 -0.404
52 H 5.011 -1.708 1.122

Summary:
- Net charge: 0
- DFT total energy: -27259.1941 eV
- Highest occupied orbital energy: -0.3137 Eh
- Orbital gap: 9.42 eV
- Energy above the lowest of the compared OMol25 structures with the same formula, charge and spin: 28.8 kcal/mol

(2)
Here is an isolated molecule of C21H28N2O from OMol25. Energies are from ωB97M-V/def2-TZVPD.

Geometry (Å):
1 O 0.025 0.112 1.243
2 N -1.637 1.058 -1.400
3 N 1.323 1.252 -0.219
4 C -4.383 0.865 -0.583
5 C -4.766 -0.595 1.711
6 C 0.137 0.944 0.366
7 C 5.038 -0.181 1.066
8 C 2.892 -0.613 0.044
9 C -0.759 1.029 -2.548
10 C -3.432 -0.076 -0.208
11 C 4.131 -1.053 0.499
12 C -2.227 -0.242 -1.101
13 C -3.620 -0.822 0.956
14 C -2.621 -1.841 1.415
15 C 1.945 -1.586 -0.616
16 C -5.515 1.081 0.179
17 C 2.579 0.737 0.201
18 C 3.491 1.632 0.770
19 C -1.061 1.692 -0.226
20 C 2.609 -2.267 -1.815
21 C -5.707 0.344 1.334
22 C 4.722 1.160 1.193
23 C 1.444 -2.616 0.398
24 C 3.128 3.080 0.926
25 H -6.588 0.500 1.941
26 H -1.842 1.729 0.538
27 H 4.390 -2.096 0.402
28 H 0.742 -3.298 -0.076
29 H 3.885 3.600 1.507
30 H 0.103 0.354 -2.441
31 H -0.392 2.037 -2.741
32 H -2.494 -2.626 0.669
33 H 1.884 -2.886 -2.339
34 H -4.919 -1.167 2.616
35 H -6.244 1.818 -0.127
36 H 3.051 3.569 -0.047
37 H -1.335 0.707 -3.415
38 H 2.270 -3.194 0.804
39 H 1.359 2.068 -0.813
40 H 2.997 -1.525 -2.511
41 H -0.779 2.715 -0.495
42 H -1.654 -1.370 1.585
43 H 5.431 1.844 1.634
44 H 3.432 -2.904 -1.500
45 H 0.940 -2.105 1.214
46 H 1.078 -1.034 -0.988
47 H 2.169 3.182 1.434
48 H -2.555 -0.674 -2.052
49 H -1.496 -0.929 -0.655
50 H -2.948 -2.301 2.344
51 H 5.994 -0.545 1.411
52 H -4.214 1.437 -1.484

Summary:
- Net charge: 0
- DFT total energy: -27260.0576 eV
- Highest occupied orbital energy: -0.3136 Eh
- Orbital gap: 9.13 eV
- Energy above the lowest of the compared OMol25 structures with the same formula, charge and spin: 8.9 kcal/mol

(3)
Here is an isolated molecule of C21H28N2O2 from OMol25. Energies are from ωB97M-V/def2-TZVPD.

Geometry (Å):
1 O 6.397 0.327 -0.265
2 O 1.665 1.430 -0.478
3 N 1.433 0.681 2.239
4 N -2.415 -0.925 1.634
5 C -1.444 -1.195 0.593
6 C 0.129 0.427 1.661
7 C 3.758 0.120 2.196
8 C 2.778 0.964 0.183
9 C -4.079 -0.655 -1.034
10 C 5.138 0.431 0.267
11 C -2.329 0.445 2.093
12 C -0.952 0.695 2.705
13 C 6.595 0.709 -1.601
14 C 4.022 0.881 -0.428
15 C 2.620 0.568 1.525
16 C -4.019 -1.852 -1.739
17 C -3.039 -0.734 -3.621
18 C -3.500 -1.893 -3.020
19 C -3.628 0.504 -1.654
20 C -0.037 -1.011 1.154
21 C -3.753 -1.401 1.385
22 C 4.997 0.054 1.596
23 C -4.621 -0.623 0.364
24 C -3.110 0.466 -2.936
25 C 1.763 1.756 -1.839
26 H -0.006 1.114 0.823
27 H 0.702 -1.221 0.380
28 H -4.282 -1.385 2.345
29 H -3.104 0.605 2.847
30 H 0.118 -1.708 1.981
31 H 4.123 1.184 -1.457
32 H -0.883 1.724 3.062
33 H 3.658 -0.183 3.229
34 H -5.612 -1.084 0.376
35 H 6.003 0.097 -2.290
36 H -3.457 -2.832 -3.552
37 H -1.579 -2.225 0.252
38 H -4.728 0.410 0.699
39 H -2.486 1.167 1.273
40 H 0.757 2.045 -2.142
41 H -3.679 1.447 -1.126
42 H -3.673 -2.442 1.064
43 H -1.567 -0.530 -0.277
44 H 7.654 0.548 -1.800
45 H 1.521 0.257 3.155
46 H -2.762 1.377 -3.403
47 H -0.814 0.022 3.554
48 H 2.083 0.898 -2.441
49 H 6.357 1.767 -1.759
50 H -2.632 -0.766 -4.621
51 H -4.385 -2.759 -1.279
52 H 5.861 -0.294 2.137
53 H 2.443 2.597 -2.010

Summary:
- Net charge: 0
- DFT total energy: -29305.9764 eV
- Highest occupied orbital energy: -0.2590 Eh
- Orbital gap: 7.75 eV
- Energy above the lowest of the compared OMol25 structures with the same formula, charge and spin: 67.7 kcal/mol

(4)
Here is a structure of composition C21H28N2O5 in a non-equilibrium geometry from OMol25. Energies are from ωB97M-V/def2-TZVPD.

Geometry (Å):
1 O -3.098 -1.394 4.870
2 O -0.232 0.576 1.348
3 O 0.707 -1.719 -0.332
4 O -2.667 -2.233 -4.461
5 O 1.025 3.497 -0.402
6 N 2.152 1.303 -0.494
7 N 1.528 -1.661 -3.335
8 C 1.665 -1.075 -0.830
9 C -2.347 0.865 4.694
10 C -0.637 1.765 3.085
11 C -1.545 -0.344 2.910
12 C -0.745 0.558 2.438
13 C 2.785 0.277 -2.679
14 C 0.419 2.084 1.241
15 C 0.783 -2.844 -3.035
16 C -0.573 -2.714 -2.998
17 C -0.716 -0.910 -4.839
18 C -2.968 -2.691 4.216
19 C 2.823 1.480 -1.771
20 C 2.516 0.165 0.047
21 C 0.264 3.964 2.461
22 C -0.163 2.601 2.170
23 C -1.016 -2.086 -4.421
24 C -1.692 1.978 4.228
25 C 1.676 -0.687 -2.383
26 C 1.166 2.194 0.136
27 C -2.270 -0.349 4.163
28 C 1.204 -1.235 -4.647
29 H 2.157 2.559 -2.245
30 H 2.126 0.028 1.153
31 H 1.400 -1.878 -5.394
32 H 1.147 -3.058 -2.132
33 H -1.715 2.697 4.766
34 H 3.835 -0.091 -2.290
35 H 1.759 -0.306 -4.815
36 H -1.935 -3.285 4.201
37 H 2.717 0.735 -3.776
38 H -1.381 -1.484 2.512
39 H 0.657 4.239 3.616
40 H -0.909 -0.043 -4.094
41 H 3.583 -0.015 -0.003
42 H 0.642 0.193 -2.179
43 H 0.039 -0.843 -0.091
44 H 3.721 2.131 -1.632
45 H 1.204 -3.551 -3.744
46 H 0.709 4.505 1.733
47 H -2.843 0.964 5.716
48 H -0.926 -1.979 -2.312
49 H -0.745 -0.582 -5.687
50 H 2.607 -1.792 -0.871
51 H -0.772 4.619 2.702
52 H -0.990 -3.588 -2.865
53 H -3.550 -3.244 4.935
54 H -0.979 -3.150 -5.123
55 H -2.701 -1.558 -3.857
56 H -3.494 -2.572 3.277

Summary:
- Net charge: 0
- DFT total energy: -35428.8828 eV
- Highest occupied orbital energy: -0.2991 Eh
- Orbital gap: 7.31 eV
- Energy above the lowest of the compared OMol25 structures with the same formula, charge and spin: 510.3 kcal/mol